No. 1
{
  "formula": "C4H7N2O4",
  "method": "ωB97M-V/def2-TZVPD",
  "symbols": ["C", "C", "C", "C", "N", "N", "O", "O", "O", "O", "H", "H", "H", "H", "H", "H", "H"],
  "coordinates": [[0.8985, -2.8552, -1.9391], [1.1013, 1.4498, -1.0992], [-0.1083, -1.0952, 0.5502], [0.0811, 0.5251, 0.9387], [-0.5581, -1.0745, -0.7150], [1.1531, 1.0164, 0.2772], [1.3659, -3.8334, -2.1826], [2.0904, 1.4343, -1.7945], [-1.8081, -1.3745, -0.9493], [2.3825, 0.7527, 0.8258], [0.1622, 1.8061, -1.4236], [0.8302, -1.5793, 0.2972], [-0.6495, -1.6009, 1.2845], [-0.9020, 1.0418, 0.8831], [0.3004, 0.4656, 1.9619], [-1.9372, -1.4050, -1.9341], [3.0735, 1.3853, 0.4003]],
  "nbo_charge": [0.467, 0.495, -0.342, -0.169, 0.223, -0.143, -0.421, -0.495, -0.372, -0.523, 0.152, 0.295, 0.244, 0.262, 0.274, 0.530, 0.524],
  "lumo_ev": [-6.98, -6.99],
  "e_homo_ev": [-13.558, -13.553],
  "total_charge": 1,
  "relative_energy_kcal_mol": 34.8,
  "homo_lumo_gap_ha": [0.242, 0.241]
}

No. 2
{
  "formula": "C4H7N2OS",
  "method": "ωB97M-V/def2-TZVPD",
  "symbols": ["C", "C", "C", "C", "N", "N", "O", "S", "H", "H", "H", "H", "H", "H", "H"],
  "coordinates": [[-0.3322, -0.7206, -0.3952], [3.0025, 1.1422, 0.2997], [1.8618, -0.5797, -0.1757], [-1.6878, -0.4299, -0.9250], [-0.0154, -0.9636, 0.9025], [0.7827, -0.4515, -1.0544], [1.3797, -1.0290, 1.0444], [3.5342, -0.2754, -0.5464], [2.3804, 1.8200, -0.2134], [3.2104, 0.9476, 1.2876], [-2.2754, -1.2501, -1.1176], [-1.7654, 0.2578, -1.8375], [-2.3019, 0.0147, -0.1614], [-0.5903, -1.5365, 1.4718], [0.8898, -0.5469, -2.0433]],
  "nbo_charge": [0.540, -0.566, 0.193, -0.711, -0.234, -0.537, -0.274, 0.390, 0.222, 0.222, 0.278, 0.286, 0.283, 0.443, 0.466],
  "lumo_ev": [-4.63, -4.63],
  "e_homo_ev": [-11.955, -11.951],
  "total_charge": 1,
  "relative_energy_kcal_mol": 112.6,
  "homo_lumo_gap_ha": [0.269, 0.269]
}

No. 3
{
  "formula": "C4H7N2S",
  "method": "ωB97M-V/def2-TZVPD",
  "symbols": ["C", "C", "C", "C", "N", "N", "S", "H", "H", "H", "H", "H", "H", "H"],
  "coordinates": [[-2.1518, -1.2384, 0.2627], [-1.7322, 1.3082, -0.2513], [1.9349, 0.1922, 0.6328], [1.2103, -0.1003, -0.7468], [-0.9585, -1.2548, -0.0730], [-0.1528, -0.5083, -0.6155], [-2.9355, 0.3477, 0.2141], [-2.5637, -2.0944, 0.6756], [-1.9029, 2.3616, -0.2654], [1.6561, -0.6105, 1.3627], [1.5659, 1.1687, 0.9673], [2.9539, 0.4548, 0.5334], [1.8367, -0.7512, -1.2003], [1.2396, 0.7245, -1.4961]],
  "nbo_charge": [-0.231, -0.372, -0.621, -0.264, 0.059, 0.041, 0.646, 0.272, 0.237, 0.229, 0.223, 0.249, 0.264, 0.268],
  "lumo_ev": -5.99,
  "e_homo_ev": -14.236,
  "total_charge": 1,
  "relative_energy_kcal_mol": 150.6,
  "homo_lumo_gap_ha": 0.303
}

No. 4
{
  "formula": "C4H7N2S",
  "method": "ωB97M-V/def2-TZVPD",
  "symbols": ["C", "C", "C", "C", "N", "N", "S", "H", "H", "H", "H", "H", "H", "H"],
  "coordinates": [[1.6728, -0.7060, 0.2621], [2.2322, 0.4659, 0.3703], [0.4343, -0.6154, -0.4094], [-2.3331, 1.3706, 0.4464], [0.1355, 0.5837, -0.8067], [-0.2466, -1.7423, -0.7247], [1.2708, 1.6740, -0.4088], [1.8919, -1.6552, 0.7458], [3.0413, 0.7965, 1.0281], [-1.4071, 1.5240, 1.0805], [-2.9116, 2.2216, -0.0812], [-2.8705, 0.4521, 0.1236], [0.0641, -2.5819, -0.1539], [-0.9742, -1.7875, -1.4721]],
  "nbo_charge": [-0.282, -0.361, 0.357, -0.053, -0.677, -0.773, 0.734, 0.246, 0.271, 0.242, 0.222, 0.214, 0.423, 0.436],
  "lumo_ev": [-6.69, -8.34],
  "e_homo_ev": [-12.825, -12.112],
  "total_charge": 1,
  "relative_energy_kcal_mol": 111.5,
  "homo_lumo_gap_ha": [0.225, 0.139]
}

No. 5
{
  "formula": "C4H7N2S",
  "method": "ωB97M-V/def2-TZVPD",
  "symbols": ["C", "C", "C", "C", "N", "N", "S", "H", "H", "H", "H", "H", "H", "H"],
  "coordinates": [[1.0601, -0.3183, -0.5843], [0.8605, -1.5806, -0.7726], [-1.1213, 0.2771, 1.0939], [1.4919, 2.0673, -0.8218], [1.4110, 0.8121, -0.7324], [-1.8082, -0.8353, 0.9065], [-0.3715, -2.6100, -0.2948], [1.5872, -2.0048, -1.4139], [-0.5000, 0.3026, 2.0348], [-1.0514, 0.9942, 0.3612], [2.2762, 2.3713, -1.4179], [0.8548, 2.7052, -0.2334], [-2.0975, -1.3770, 1.7021], [-2.5918, -0.8038, 0.1727]],
  "nbo_charge": [0.285, -0.383, -0.025, -0.117, -0.225, -0.565, -0.042, 0.296, 0.231, 0.204, 0.227, 0.216, 0.445, 0.455],
  "lumo_ev": [-5.24, -5.24],
  "e_homo_ev": [-12.050, -12.051],
  "total_charge": 1,
  "relative_energy_kcal_mol": 118.0,
  "homo_lumo_gap_ha": [0.250, 0.250]
}

No. 6
{
  "formula": "C4H7N3",
  "method": "ωB97M-V/def2-TZVPD",
  "symbols": ["C", "N", "C", "C", "C", "N", "N", "H", "H", "H", "H", "H", "H", "H"],
  "coordinates": [[-1.7730, -1.9703, -0.3103], [-0.8873, -0.8831, -0.7045], [1.0911, -0.4923, 0.0476], [1.1444, 0.7300, 0.1960], [1.6869, 2.0615, 0.5154], [-0.8744, 1.3499, -0.3301], [-1.2964, 0.2949, -0.5622], [-2.1728, -1.8433, 0.7040], [-1.1755, -2.8849, -0.3438], [-2.6036, -2.0810, -1.0170], [1.3905, -1.5185, 0.0068], [1.5916, 2.7356, -0.3417], [1.1344, 2.5107, 1.3466], [2.7441, 1.9907, 0.7932]],
  "nbo_charge": [-0.430, -0.275, -0.234, -0.023, -0.672, -0.065, 0.155, 0.193, 0.212, 0.207, 0.236, 0.236, 0.237, 0.223],
  "lumo_ev": 0.67,
  "e_homo_ev": -9.051,
  "total_charge": 0,
  "relative_energy_kcal_mol": 111.8,
  "homo_lumo_gap_ha": 0.357
}

No. 7
{
  "formula": "C4H7N3",
  "method": "ωB97M-V/def2-TZVPD",
  "symbols": ["C", "C", "N", "C", "N", "C", "N", "H", "H", "H", "H", "H", "H", "H"],
  "coordinates": [[-1.0104, 0.6643, -0.2672], [-1.1595, -0.5427, 0.6387], [0.1746, -0.6566, 1.2137], [1.1796, -0.2992, 0.3391], [2.3989, -0.6453, 0.4572], [0.4636, 0.4999, -0.7046], [0.8940, 0.9192, -1.8176], [-0.0366, 1.2337, -2.0819], [-1.1244, 1.6132, 0.2753], [-1.7781, 0.6773, -1.0652], [-1.4267, -1.4160, 0.0215], [-1.9118, -0.4164, 1.4162], [0.3802, -1.3867, 1.8713], [2.9565, -0.2449, -0.2966]],
  "nbo_charge": [-0.492, -0.210, -0.593, 0.358, -0.669, 0.219, -0.543, 0.335, 0.232, 0.223, 0.178, 0.206, 0.402, 0.354],
  "lumo_ev": 0.63,
  "e_homo_ev": -9.231,
  "smiles": "[H]/N=C1\\CCN\\C1=N\\[H]",
  "total_charge": 0,
  "relative_energy_kcal_mol": 16.5,
  "homo_lumo_gap_ha": 0.362
}

No. 8
{
  "formula": "C4H7N3",
  "method": "ωB97M-V/def2-TZVPD",
  "symbols": ["N", "C", "C", "C", "N", "C", "N", "H", "H", "H", "H", "H", "H", "H"],
  "coordinates": [[-2.4371, -0.4638, 0.1321], [-1.1134, -0.0234, -0.0046], [-0.0121, -0.8399, 0.0704], [1.1341, -0.0016, 0.1059], [2.5250, -0.3243, 0.1220], [0.7419, 1.3091, 0.0274], [-0.7160, 1.2807, -0.0779], [-3.1834, 0.0786, -0.2806], [-2.5055, -1.4323, -0.1562], [-0.0607, -1.9162, 0.1122], [2.8018, -0.9707, -0.6071], [2.8452, -0.6760, 1.0181], [1.4380, 2.0002, -0.4597], [-1.4578, 1.9797, -0.0020]],
  "nbo_charge": [-0.817, 0.343, -0.419, 0.105, -0.850, -0.151, -0.549, 0.374, 0.384, 0.211, 0.365, 0.369, 0.225, 0.408],
  "lumo_ev": 0.95,
  "e_homo_ev": -7.332,
  "smiles": "Nc1c[nH]c(N)c1",
  "total_charge": 0,
  "relative_energy_kcal_mol": 14.7,
  "homo_lumo_gap_ha": 0.304
}